(1)
The following is a DFT calculation (ωB97M-V/def2-TZVPD) of a structure of composition C20H43N5OPY.

Values from the calculation:
Charge ... +4
Kohn-Sham gap ... 0.2978 hartree
Lowest unoccupied orbital energy ... -12.6 eV
Spin multiplicity ... 1

Structure (XYZ):
```
71
Properties=species:S:1:pos:R:3:lowdin_charge:R:1
Y 0.147 -0.673 0.605 1.748
C 4.284 0.220 -0.126 -0.046
C 3.400 1.379 0.322 -0.368
C 4.230 2.472 1.022 -0.012
C 2.298 0.966 1.270 -0.244
C 2.394 -0.160 2.106 -0.047
C 1.421 -0.451 3.073 -0.052
C 0.303 0.378 3.266 -0.296
C -0.660 0.150 4.393 0.003
C 0.181 1.481 2.398 -0.066
C 1.149 1.766 1.428 -0.056
H 4.964 0.564 -0.903 0.110
H 3.702 -0.612 -0.537 0.052
H 4.908 -0.153 0.689 0.100
H 2.923 1.827 -0.557 0.148
H 4.710 2.078 1.919 0.106
H 3.624 3.334 1.304 0.093
H 5.010 2.818 0.346 0.108
H 3.267 -0.797 2.032 0.135
H 1.569 -1.300 3.732 0.147
H -0.278 0.659 5.283 0.128
H -0.757 -0.903 4.652 0.102
H -1.645 0.569 4.189 0.090
H -0.649 2.167 2.530 0.135
H 1.046 2.660 0.820 0.147
C -0.580 -4.168 0.405 -0.055
N 0.524 -3.170 0.280 -0.364
C 1.599 -3.495 1.270 -0.087
P 1.032 -2.797 -1.354 0.595
O 0.912 -1.244 -1.257 -0.418
N -0.018 -3.315 -2.459 -0.285
C 0.167 -4.599 -3.175 -0.016
C -1.292 -2.657 -2.758 -0.065
N 2.541 -3.284 -1.573 -0.294
C 3.349 -2.600 -2.616 -0.037
C 3.026 -4.648 -1.257 -0.051
H -0.937 -4.173 1.435 0.104
H -0.226 -5.173 0.169 0.111
H -1.405 -3.923 -0.260 0.074
H 1.221 -3.313 2.276 0.092
H 2.488 -2.894 1.084 0.084
H 1.876 -4.547 1.217 0.102
H 1.153 -5.010 -2.984 0.075
H 0.070 -4.420 -4.244 0.113
H -0.588 -5.320 -2.861 0.109
H -1.272 -1.623 -2.411 0.051
H -2.138 -3.198 -2.326 0.096
H -1.428 -2.632 -3.839 0.114
H 2.996 -1.582 -2.768 0.083
H 3.298 -3.146 -3.557 0.107
H 4.383 -2.569 -2.276 0.109
H 2.260 -5.246 -0.766 0.082
H 3.906 -4.586 -0.619 0.111
H 3.301 -5.157 -2.181 0.108
N -4.261 2.294 -0.742 0.086
C -3.196 1.993 -1.762 -0.065
C -1.912 1.528 -1.081 -0.160
N -2.111 0.346 -0.185 -0.128
C -3.168 0.685 0.817 -0.158
C -4.482 1.126 0.180 -0.064
H -5.140 2.523 -1.222 0.208
H -4.020 3.135 -0.207 0.201
H -3.016 2.891 -2.351 0.161
H -3.603 1.227 -2.423 0.153
H -1.488 2.335 -0.478 0.130
H -1.191 1.285 -1.863 0.137
H -2.495 -0.400 -0.772 0.111
H -2.774 1.473 1.462 0.121
H -3.380 -0.180 1.446 0.140
H -5.202 1.419 0.944 0.161
H -4.929 0.332 -0.420 0.154
```


(2)
The following is a DFT calculation (ωB97M-V/def2-TZVPD) of a structure of composition C22H21F6N3O4RuS2.

Values from the calculation:
Charge ... +1
Kohn-Sham gap (spin up / spin down) ... 0.3054 / 0.2443 hartree
Lowest unoccupied orbital energy (spin up / spin down) ... -2.7 / -5.1 eV
<S²> ... 8.757
Spin multiplicity ... 6

Structure (XYZ):
```
59
Properties=species:S:1:pos:R:3:mulliken_spin:R:1
Ru 0.079 -0.487 0.707 4.410
C -3.172 2.850 1.693 0.009
C -4.289 2.247 1.137 0.004
C -4.193 0.943 0.692 -0.007
C -2.990 0.260 0.825 0.049
N -1.902 0.849 1.354 0.039
C -2.003 2.120 1.769 0.021
C -2.837 -1.126 0.321 -0.062
C -3.936 -1.978 0.255 0.008
C -3.796 -3.257 -0.257 0.028
C -2.559 -3.687 -0.717 -0.006
C -1.454 -2.853 -0.623 -0.162
C -1.578 -1.562 -0.098 0.340
H -3.195 3.867 2.061 0.000
H -5.222 2.789 1.040 0.000
H -5.036 0.449 0.230 0.000
H -1.115 2.568 2.187 -0.003
H -4.901 -1.650 0.621 0.003
H -4.650 -3.921 -0.287 0.002
H -2.448 -4.685 -1.124 0.000
H -0.496 -3.220 -0.963 0.030
F 3.923 0.518 2.402 0.000
C 3.314 -0.653 2.404 0.008
F 2.002 -0.450 2.683 0.007
F 3.805 -1.435 3.340 0.000
S 3.519 -1.418 0.731 -0.014
O 2.430 -0.869 -0.094 -0.036
O 4.861 -1.068 0.418 0.007
N 3.325 -2.962 0.927 0.004
S 1.839 -3.513 0.814 0.034
O 0.838 -2.611 1.430 0.060
O 1.499 -4.047 -0.470 -0.001
C 1.932 -4.922 1.979 0.003
F 2.166 -4.501 3.210 0.000
F 0.753 -5.530 1.928 0.000
F 2.890 -5.741 1.593 0.001
C -0.872 0.787 -2.447 0.070
N 0.391 1.271 -3.094 0.000
C 0.255 2.696 -3.542 0.000
C 1.644 1.070 -2.241 0.070
C 1.637 1.883 -0.984 -0.153
C 2.403 3.047 -0.966 0.010
C 2.533 3.802 0.191 0.007
C 1.886 3.383 1.341 0.007
C 1.115 2.221 1.315 -0.095
C 0.971 1.443 0.162 0.389
H -1.650 0.780 -3.206 0.004
H -1.125 1.466 -1.638 -0.004
H -0.716 -0.215 -2.066 -0.012
H 0.536 0.702 -3.926 0.000
H 0.236 3.317 -2.652 0.001
H -0.669 2.792 -4.104 0.000
H 1.113 2.943 -4.160 0.000
H 2.460 1.373 -2.895 0.005
H 1.718 0.001 -2.049 -0.055
H 2.928 3.360 -1.865 0.000
H 3.147 4.694 0.193 0.001
H 2.000 3.943 2.262 0.000
H 0.653 1.925 2.250 -0.021
```


(3)
The following is a DFT calculation (ωB97M-V/def2-TZVPD) of a cluster of 2 separate species, C4H7Br in total.

Values from the calculation:
Kohn-Sham gap (spin up / spin down) ... 0.3237 / 0.3002 hartree
Lowest unoccupied orbital energy (spin up / spin down) ... -0.1 / -0.3 eV
Spin multiplicity ... 1

Structure (XYZ):
```
12
Properties=species:S:1:pos:R:3:nbo_charge:R:1
C 1.458 -0.407 0.934 -0.095
C 0.554 -0.362 -0.040 -0.134
C -0.203 0.899 -0.286 -0.644
C 0.099 -1.666 -0.657 -0.617
Br 2.857 -1.436 1.483 0.145
H 1.899 1.479 2.256 -0.010
H -0.845 1.084 0.635 0.235
H 0.424 1.859 -0.337 0.238
H -0.886 0.894 -1.157 0.222
H -0.789 -1.932 -0.261 0.222
H 0.770 -2.425 -0.224 0.217
H 0.228 -1.482 -1.650 0.221
```


(4)
The following is a DFT calculation (ωB97M-V/def2-TZVPD) of a structure of composition C5H10OS.

Values from the calculation:
Kohn-Sham gap (spin up / spin down) ... 0.3081 / 0.3082 hartree
Lowest unoccupied orbital energy (spin up / spin down) ... -0.4 / -0.4 eV
Spin multiplicity ... 1

Structure (XYZ):
```
17
Properties=species:S:1:pos:R:3:nbo_charge:R:1
C -0.388 -0.146 1.187 -0.457
C 0.168 -0.490 -0.277 -0.294
C 0.969 0.514 -1.161 -0.166
C -1.004 -1.171 -1.114 -0.594
C 0.839 1.803 -1.087 -0.402
O -1.075 -0.480 4.066 -0.921
S -1.373 -1.447 2.971 0.947
H 0.499 0.408 1.758 0.225
H -1.381 0.375 1.348 0.203
H 0.952 -1.269 -0.137 0.202
H 1.498 -0.057 -1.824 0.198
H -1.069 -1.976 -0.496 0.201
H -0.865 -1.488 -2.116 0.215
H -1.982 -0.504 -1.016 0.202
H -0.250 -2.186 2.962 0.034
H 1.483 2.510 -1.697 0.205
H 0.282 2.301 -0.238 0.203
```


(5)
The following is a DFT calculation (ωB97M-V/def2-TZVPD) of a structure of composition C3H7N3O.

Values from the calculation:
Kohn-Sham gap ... 0.2989 hartree
Lowest unoccupied orbital energy ... 0.8 eV
Spin multiplicity ... 1

Structure (XYZ):
```
14
Properties=species:S:1:pos:R:3:nbo_charge:R:1
C -0.922 -1.282 0.174 -0.375
C 0.465 -1.301 0.165 -0.040
C -1.447 0.055 0.417 0.223
N 0.217 0.875 0.848 -0.516
N 1.035 -0.110 0.426 -0.114
N 2.072 0.356 -0.477 -0.686
O -2.280 0.432 -0.542 -0.700
H -1.481 -2.017 -0.363 0.226
H 1.030 -2.196 0.186 0.211
H -1.736 0.206 1.430 0.177
H 0.625 1.726 0.291 0.360
H 1.732 -0.118 -1.346 0.363
H 3.044 0.163 -0.191 0.377
H -3.065 0.983 -0.360 0.492
```


(6)
The following is a DFT calculation (ωB97M-V/def2-TZVPD) of an isolated molecule of C6H14.

Values from the calculation:
Structure (SMILES) ... CCC(C)(C)C
Kohn-Sham gap ... 0.4283 hartree
Lowest unoccupied orbital energy ... 1.0 eV
Spin multiplicity ... 1

Structure (XYZ):
```
20
Properties=species:S:1:pos:R:3:nbo_charge:R:1
C -0.529 -0.929 -1.819 -0.618
C -0.172 0.358 -1.060 -0.386
C 0.151 0.205 0.442 -0.057
C 1.464 -0.633 0.424 -0.613
C 0.298 1.630 1.043 -0.602
C -1.079 -0.441 1.137 -0.612
H -1.250 -1.541 -1.266 0.205
H 0.327 -1.574 -2.057 0.204
H -0.994 -0.662 -2.772 0.213
H 0.694 0.829 -1.551 0.200
H -1.008 1.055 -1.130 0.194
H 1.746 -0.865 -0.616 0.205
H 2.320 -0.092 0.837 0.212
H 1.360 -1.602 0.916 0.211
H 1.239 2.110 0.758 0.207
H 0.228 1.675 2.140 0.209
H -0.517 2.263 0.667 0.205
H -1.130 -1.526 1.007 0.208
H -1.988 -0.018 0.687 0.205
H -1.160 -0.241 2.214 0.211
```


(7)
The following is a DFT calculation (ωB97M-V/def2-TZVPD) of a structure of composition C4H5N3O.

Values from the calculation:
Kohn-Sham gap ... 0.3661 hartree
Lowest unoccupied orbital energy ... 0.4 eV
Spin multiplicity ... 1

Structure (XYZ):
```
13
Properties=species:S:1:pos:R:3:nbo_charge:R:1
C -0.516 -1.728 -0.300 0.616
C 0.687 0.041 -0.565 0.427
C 1.117 1.251 0.215 -0.458
C -0.380 1.456 0.393 -0.229
H -0.406 -3.587 -0.022 0.360
H 1.514 2.012 -0.405 0.228
H 1.763 1.200 1.050 0.246
H -0.713 2.426 -0.001 0.218
H -0.829 1.161 1.339 0.229
N -1.057 -2.813 -0.122 -0.682
N 0.837 -1.190 -0.272 -0.492
N -0.625 0.489 -0.768 -0.127
O -1.394 -0.718 -0.542 -0.336
```


(8)
The following is a DFT calculation (ωB97M-V/def2-TZVPD) of a structure of composition C15H31CeNO2P2.

Values from the calculation:
Charge ... +2
Kohn-Sham gap (spin up / spin down) ... 0.1699 / 0.1701 hartree
Lowest unoccupied orbital energy (spin up / spin down) ... -8.8 / -8.8 eV
Spin multiplicity ... 1

Structure (XYZ):
```
52
Properties=species:S:1:pos:R:3:lowdin_charge:R:1
P 0.265 -1.633 1.939 0.780
P -0.013 1.653 1.953 0.756
C -0.103 -0.676 0.330 -0.342
C 0.446 0.757 0.366 -0.339
H -1.204 -0.676 0.248 0.096
H 0.319 -1.234 -0.518 0.078
H 1.550 0.762 0.366 0.100
H 0.056 1.377 -0.452 0.080
C -1.712 2.321 1.725 -0.197
H -1.964 2.942 2.610 0.077
H -2.436 1.485 1.674 0.066
H -1.728 2.922 0.799 0.080
C 1.086 3.086 2.158 -0.209
H 1.054 3.695 1.239 0.083
H 2.105 2.716 2.362 0.067
H 0.746 3.663 3.041 0.076
C -0.842 -3.104 1.866 -0.218
H -0.587 -3.773 2.702 0.058
H -0.736 -3.636 0.896 0.083
H -1.880 -2.767 2.015 0.060
C 1.962 -2.314 1.675 -0.212
H 2.691 -1.486 1.733 0.056
H 2.053 -2.839 0.703 0.078
H 2.185 -3.009 2.508 0.064
Ce -0.188 0.026 4.144 1.180
C 0.645 1.664 -3.526 -0.103
C -0.687 1.722 -3.260 -0.125
C -1.785 0.920 -3.884 -0.191
C -1.377 -0.396 -4.582 -0.195
C -0.695 -1.358 -3.658 -0.097
C 0.625 -1.435 -3.343 -0.129
C 1.746 -0.594 -3.867 -0.192
C 1.363 0.767 -4.488 -0.195
C 0.125 -1.794 5.370 -0.179
H 1.304 2.374 -3.024 0.098
H -1.041 2.492 -2.576 0.087
H -2.353 1.530 -4.607 0.127
H -2.499 0.677 -3.085 0.106
H -2.314 -0.883 -4.893 0.117
H -0.817 -0.186 -5.498 0.106
H -1.373 -2.100 -3.232 0.100
H 0.952 -2.253 -2.701 0.087
H 2.341 -1.154 -4.608 0.126
H 2.429 -0.409 -3.026 0.104
H 2.311 1.273 -4.728 0.117
H 0.839 0.622 -5.438 0.106
H 0.802 -1.333 6.121 0.078
H 0.449 -2.708 4.915 0.037
H -0.936 -1.755 5.730 0.070
O -1.883 0.664 5.689 -0.210
N -1.222 1.595 6.285 -0.082
O -0.077 1.802 5.828 -0.172
```